8 unconnected molecules or ions with the total composition C16H33IN4O32PS7. Source: the OMol25 dataset; level of theory: wB97M-V/def2-TZVPD.

**Net charge**: +1
**Relative energy (zero: lowest compared OMol25 entry of this formula, charge and spin)**: 872.2 kJ/mol
**Orbital gap**: 7.7 eV

Cartesian coordinates (Å):
1 O 3.525124 -0.102026 3.032917
2 P 3.924414 -0.994865 1.751602
3 O 4.568090 -2.580867 2.230295
4 O 5.330527 -0.152105 1.064500
5 N 2.670635 -1.128167 0.522883
6 O 3.009146 -0.616632 -0.706534
7 C 1.417858 -1.649297 0.571181
8 N 0.477618 -1.610261 -0.630498
9 C -0.779962 -2.265985 -0.025208
10 N -0.458760 -2.655320 1.412662
11 N 0.832619 -2.303057 1.772029
12 I 1.385700 -2.791891 3.653277
13 H 4.678860 -3.064889 1.338443
14 H 5.758899 0.247158 1.901279
15 H 3.333138 -1.396150 -1.273855
16 H -1.757365 -2.382662 -0.658261
17 H -1.149493 -3.120666 2.057303
18 C -3.860012 -6.701076 -0.044480
19 C -3.319249 -5.840189 -1.182974
20 O -2.905022 -4.623246 -0.566335
21 S -2.381269 -4.946196 0.944231
22 O -0.939560 -5.052728 0.908786
23 O -3.084439 -4.084296 1.865687
24 O -2.999411 -6.449910 1.065239
25 H -4.873423 -6.394701 0.234233
26 H -3.858459 -7.765271 -0.295000
27 H -4.070883 -5.646488 -1.951933
28 H -2.439290 -6.302331 -1.642787
29 C 9.400706 0.419862 -0.897888
30 C 9.458261 1.943676 -0.831570
31 O 8.840530 2.286920 0.406723
32 S 9.132694 1.103533 1.490541
33 O 10.260627 1.503526 2.302270
34 O 7.871995 0.675709 2.050903
35 O 9.642464 -0.029063 0.434483
36 H 8.405689 0.075723 -1.197984
37 H 10.148570 0.007832 -1.580680
38 H 8.936736 2.416942 -1.666915
39 H 10.494076 2.297987 -0.801849
40 C 1.146203 2.276043 -2.326749
41 C -0.006940 1.295286 -2.521929
42 O -0.936259 1.974582 -3.363180
43 S -0.116002 2.959171 -4.372233
44 O 0.048094 2.275116 -5.635670
45 O -0.669393 4.288932 -4.263157
46 O 1.311961 2.925037 -3.586322
47 H 0.894072 3.037609 -1.581768
48 H 2.071017 1.772593 -2.032586
49 H -0.477373 1.012187 -1.577303
50 H 0.326967 0.393782 -3.046455
51 C 3.790271 7.459899 -4.212413
52 C 4.746359 6.271848 -4.147989
53 O 4.069435 5.290016 -3.366606
54 S 2.463751 5.427367 -3.618281
55 O 2.077393 4.449610 -4.611180
56 O 1.809050 5.548533 -2.336451
57 O 2.486161 6.893723 -4.330458
58 H 3.825296 8.044594 -3.287507
59 H 4.000665 8.113437 -5.063234
60 H 5.704947 6.532809 -3.693259
61 H 4.919020 5.850504 -5.143975
62 C -2.873712 5.934592 -1.281876
63 C -2.719627 4.429937 -1.486791
64 O -3.019236 3.848180 -0.220074
65 S -4.131069 4.770728 0.536999
66 O -5.433402 4.184079 0.311389
67 O -3.632985 5.099390 1.852407
68 O -3.995248 6.088172 -0.413681
69 H -1.995733 6.356227 -0.781952
70 H -3.044746 6.464012 -2.223012
71 H -1.712685 4.154434 -1.809184
72 H -3.449210 4.054230 -2.211970
73 C -5.962559 -5.919112 5.073259
74 C -6.567809 -7.306517 4.877040
75 O -6.000494 -7.792831 3.662778
76 S -4.492010 -7.192794 3.505122
77 O -3.557722 -8.191688 3.974640
78 O -4.384479 -6.561211 2.210540
79 O -4.607214 -6.030047 4.642068
80 H -6.461753 -5.178245 4.440432
81 H -6.005496 -5.593717 6.116114
82 H -7.657999 -7.279636 4.809707
83 H -6.269889 -7.984163 5.684115
84 C -3.988605 1.367043 2.229407
85 C -5.403346 1.221781 1.675218
86 O -5.370434 0.044250 0.872026
87 S -4.303095 -1.007202 1.516744
88 O -5.036550 -1.956763 2.323904
89 O -3.372608 -1.403757 0.485559
90 O -3.553906 0.039193 2.517579
91 H -3.313198 1.791336 1.479507
92 H -3.960282 1.982042 3.132872
93 H -5.708413 2.085947 1.080304
94 H -6.127556 1.060904 2.480804

Atomic forces in eV per Å
0.78 -4.31 -5.16
3.32 3.88 5.94
-1.90 2.54 -3.74
-3.14 -2.05 1.79
1.07 -0.56 0.67
0.87 -1.15 -1.57
-4.87 -1.92 0.10
-1.58 -2.76 7.03
5.76 1.22 2.43
-1.71 2.30 -5.35
-0.13 1.78 -4.88
0.20 0.05 0.15
0.07 0.64 1.96
-0.72 -0.70 -1.49
-0.68 1.47 1.00
1.97 -0.01 1.87
1.13 0.77 -0.63
-0.38 0.23 -0.95
0.19 -1.02 -0.34
0.11 0.46 1.26
-0.90 -2.49 -1.01
-1.49 -0.03 0.46
1.67 -0.43 -0.79
6.50 2.46 -5.34
0.21 -0.06 -0.20
0.19 0.20 0.22
0.12 0.25 0.26
-0.13 0.02 -0.01
-0.40 0.18 -0.59
0.68 -0.16 -0.39
-0.34 -0.98 0.70
0.70 0.31 0.27
-1.88 -0.80 -0.89
1.41 0.63 -0.36
-0.13 0.86 0.75
0.08 0.06 -0.03
-0.03 0.00 0.34
-0.09 -0.02 0.33
-0.09 -0.06 -0.09
-0.51 -0.29 0.52
0.59 -0.53 0.14
0.25 0.94 -0.21
0.30 -0.02 -0.74
-0.32 1.21 1.65
0.20 -1.71 -0.20
-2.39 -3.44 1.60
0.05 -0.05 0.00
-0.09 0.13 -0.25
-0.15 0.16 -0.25
0.01 0.04 0.14
0.54 0.33 0.37
0.17 0.30 -0.74
-1.10 0.21 0.33
-0.15 -0.03 -1.03
2.22 4.62 -0.27
0.66 -0.55 -1.44
0.07 -1.03 0.31
0.07 -0.03 -0.10
-0.25 -0.22 0.07
-0.26 -0.18 0.14
0.02 0.11 0.07
0.87 -0.06 -0.25
-0.15 0.31 -0.95
-0.52 0.62 1.03
0.12 0.54 -0.13
1.43 0.72 0.62
-0.88 -0.80 -1.48
-0.50 -1.22 0.65
-0.05 -0.05 -0.10
-0.18 -0.10 0.27
-0.20 0.00 0.24
0.15 0.07 -0.01
-0.79 0.20 -0.10
0.02 0.01 0.82
0.74 0.51 -0.32
-0.53 -0.05 0.52
-0.90 1.48 -1.03
-5.57 -1.95 7.22
0.35 -1.02 -0.55
0.01 -0.06 0.09
0.26 -0.10 -0.20
0.23 -0.05 -0.24
-0.09 0.11 -0.01
-0.17 0.87 -0.46
-0.22 0.55 0.78
1.32 -1.04 -0.02
-1.09 0.30 0.70
1.35 1.02 -1.27
-1.00 0.16 0.94
-0.54 -1.16 -0.53
-0.09 0.02 0.07
0.04 -0.32 -0.07
0.11 -0.35 -0.07
0.10 0.06 -0.04

Population analysis type Löwdin, resulting atomic charges in e: number 1, O, carries -0.380; number 2, P, carries 0.759; number 3, O, carries -0.238; number 4, O, carries -0.209; number 5, N, carries -0.212; number 6, O, carries -0.015; number 7, C, carries -0.218; number 8, N, carries 0.135; number 9, C, carries 0.065; number 10, N, carries -0.046; number 11, N, carries -0.510; number 12, I, carries 1.127; number 13, H, carries 0.100; number 14, H, carries 0.077; number 15, H, carries 0.172; number 16, H, carries 0.145; number 17, H, carries 0.109; number 18, C, carries -0.147; number 19, C, carries -0.149; number 20, O, carries -0.205; number 21, S, carries 0.681; number 22, O, carries -0.249; number 23, O, carries -0.225; number 24, O, carries -0.274; number 25, H, carries 0.137; number 26, H, carries 0.153; number 27, H, carries 0.143; number 28, H, carries 0.136; number 29, C, carries -0.172; number 30, C, carries -0.172; number 31, O, carries -0.190; number 32, S, carries 0.696; number 33, O, carries -0.217; number 34, O, carries -0.247; number 35, O, carries -0.189; number 36, H, carries 0.130; number 37, H, carries 0.139; number 38, H, carries 0.138; number 39, H, carries 0.136; number 40, C, carries -0.158; number 41, C, carries -0.187; number 42, O, carries -0.200; number 43, S, carries 0.688; number 44, O, carries -0.215; number 45, O, carries -0.236; number 46, O, carries -0.292; number 47, H, carries 0.127; number 48, H, carries 0.131; number 49, H, carries 0.121; number 50, H, carries 0.127; number 51, C, carries -0.168; number 52, C, carries -0.172; number 53, O, carries -0.188; number 54, S, carries 0.714; number 55, O, carries -0.256; number 56, O, carries -0.223; number 57, O, carries -0.180; number 58, H, carries 0.134; number 59, H, carries 0.140; number 60, H, carries 0.138; number 61, H, carries 0.134; number 62, C, carries -0.156; number 63, C, carries -0.168; number 64, O, carries -0.211; number 65, S, carries 0.675; number 66, O, carries -0.242; number 67, O, carries -0.230; number 68, O, carries -0.182; number 69, H, carries 0.138; number 70, H, carries 0.145; number 71, H, carries 0.113; number 72, H, carries 0.142; number 73, C, carries -0.167; number 74, C, carries -0.171; number 75, O, carries -0.187; number 76, S, carries 0.741; number 77, O, carries -0.213; number 78, O, carries -0.289; number 79, O, carries -0.185; number 80, H, carries 0.135; number 81, H, carries 0.139; number 82, H, carries 0.140; number 83, H, carries 0.135; number 84, C, carries -0.163; number 85, C, carries -0.159; number 86, O, carries -0.178; number 87, S, carries 0.686; number 88, O, carries -0.226; number 89, O, carries -0.275; number 90, O, carries -0.192; number 91, H, carries 0.119; number 92, H, carries 0.146; number 93, H, carries 0.110; number 94, H, carries 0.140